Molecular formula: C25H31CdN5O8PSe
Method: DFT, ωB97M-V/def2-TZVPD

Geometry as XYZ:
```
72
Properties=species:S:1:pos:R:3:forces:R:3
Cd -1.5945 0.4669 -0.5988 -0.21 0.07 0.14
O -0.5870 4.0940 0.9458 -0.31 0.02 -0.01
C -1.3378 3.1305 0.8263 0.21 0.11 -0.03
O -1.7396 2.6352 -0.2903 0.00 -0.28 -0.05
C -1.8254 2.4606 2.1048 -0.12 0.14 0.00
C -2.5271 3.2013 3.0146 0.05 -0.11 0.03
C -2.9194 2.6272 4.2314 -0.01 -0.02 0.05
C -2.5783 1.3363 4.5604 0.09 0.11 -0.14
C -1.8621 0.5838 3.6417 0.14 0.04 0.05
C -1.4690 1.0941 2.3641 -0.02 -0.06 0.07
O -0.7895 0.4255 1.5174 -0.21 0.04 -0.21
N -1.5155 -0.7711 4.0559 -0.55 -0.20 -0.04
O -1.6689 -1.0610 5.2362 0.21 0.08 -0.03
O -1.1619 -1.5828 3.2179 0.16 0.10 0.07
N -3.6813 3.4163 5.1831 -0.12 -0.01 0.02
O -4.0653 4.5216 4.8348 0.07 -0.04 0.03
O -3.9135 2.9368 6.2827 0.02 0.03 -0.05
H -2.7608 4.2358 2.8108 0.00 0.02 0.00
H -2.8574 0.9114 5.5099 -0.01 0.00 0.02
O 0.3554 0.0499 -1.6104 -0.15 0.11 0.03
P 1.6306 -0.4536 -1.0134 0.09 -0.02 -0.15
N 2.7911 -0.6136 -2.1798 -0.10 -0.18 0.17
C 2.5421 -1.4691 -3.3464 -0.09 0.01 -0.02
C 3.9365 -1.7733 -3.9125 0.01 -0.04 -0.04
C 4.8868 -1.4945 -2.7472 0.01 -0.02 0.02
C 4.2129 -0.3207 -2.0447 0.04 0.15 0.01
N 1.3950 -1.9642 -0.3987 0.20 0.15 -0.03
C 2.4350 -2.9583 -0.1597 0.01 -0.07 -0.14
C 2.0652 -3.5483 1.1955 0.00 -0.01 0.05
C 0.5353 -3.5694 1.1439 -0.01 -0.04 0.05
C 0.1612 -2.3198 0.3369 -0.11 0.07 0.01
N 2.2433 0.5841 0.0954 0.03 -0.22 0.20
C 2.9461 0.1633 1.3088 0.11 0.01 -0.10
C 2.0982 0.7590 2.4211 0.01 0.05 0.08
C 1.7487 2.1370 1.8509 -0.01 -0.02 0.06
C 1.6981 1.9361 0.3232 -0.06 0.20 -0.20
H 1.9126 -0.9526 -4.0738 -0.01 -0.04 0.01
H 2.0131 -2.3767 -3.0410 0.03 -0.01 -0.01
H 4.1574 -1.1017 -4.7443 0.01 0.02 0.02
H 4.0110 -2.7939 -4.2867 0.00 0.01 -0.01
H 5.9025 -1.2641 -3.0684 0.00 0.00 -0.01
H 4.9303 -2.3583 -2.0787 -0.02 0.02 0.00
H 4.4654 0.6180 -2.5543 0.00 -0.02 0.02
H 4.4962 -0.2079 -0.9992 0.02 -0.03 0.01
H 3.4333 -2.5174 -0.1978 -0.02 0.00 0.05
H 2.3933 -3.7443 -0.9279 0.06 0.01 0.01
H 2.4034 -2.8930 2.0027 -0.01 0.01 -0.04
H 2.5074 -4.5325 1.3533 -0.02 -0.01 0.01
H 0.0776 -3.5468 2.1315 0.01 0.00 -0.02
H 0.1884 -4.4703 0.6339 0.03 -0.01 -0.03
H -0.1527 -1.5059 0.9950 0.09 -0.13 -0.04
H -0.6465 -2.5241 -0.3695 -0.02 0.00 0.02
H 3.9533 0.6061 1.3186 -0.01 -0.05 0.01
H 3.0583 -0.9186 1.3519 -0.07 0.00 0.01
H 2.6171 0.8088 3.3792 0.05 0.02 -0.02
H 1.1917 0.1659 2.5362 0.06 -0.04 0.02
H 2.5349 2.8539 2.0984 -0.03 0.02 0.02
H 0.8066 2.5363 2.2255 0.21 -0.03 -0.01
H 2.3158 2.6778 -0.1916 -0.06 0.01 0.03
H 0.6882 2.0137 -0.0797 0.24 0.01 0.07
Se -3.4959 -1.1457 -1.1106 0.12 0.05 -0.06
C -4.1719 -0.1788 -2.6269 -0.02 0.02 0.03
C -4.3505 1.2034 -2.5900 0.06 0.01 0.05
C -4.8636 1.8777 -3.6863 -0.01 0.04 -0.03
C -5.2239 1.1848 -4.8340 -0.01 0.01 -0.02
C -5.0553 -0.1914 -4.8751 -0.01 0.01 -0.04
C -4.5286 -0.8665 -3.7838 -0.01 -0.07 0.03
H -4.0735 1.7560 -1.6991 -0.02 0.01 -0.01
H -4.9816 2.9533 -3.6385 0.00 0.00 -0.01
H -5.6271 1.7134 -5.6887 0.00 0.00 0.00
H -5.3277 -0.7463 -5.7652 0.00 0.00 0.00
H -4.3863 -1.9392 -3.8266 0.00 0.00 0.00
```
Forces are in eV/Å.

Output
**Molecular weight**: 751.90 g mol⁻¹
**LUMO level**: 2.3 eV
**Energy relative to the best compared isomer or geometry (same formula, charge and spin)**: 1.9 kcal/mol
**Net charge**: -1
**DFT total energy**: -129459.895 eV
**Gap between HOMO and LUMO**: 7.49 eV
**Spin multiplicity**: 1

***

Molecular formula: C25H31Cl2NO4Sn
Method: DFT, ωB97M-V/def2-TZVPD

Geometry as XYZ:
```
64
Properties=species:S:1:pos:R:3:forces:R:3
C -0.7855 0.8230 -4.3338 0.49 -1.55 0.54
C -1.6244 -0.3086 -4.1685 1.82 -0.56 0.64
C -0.7934 -1.4417 -3.8501 0.54 2.01 -1.40
C -3.0879 -0.3384 -4.2967 -0.54 0.17 -0.01
C 0.5688 -1.0165 -3.9850 -1.54 0.49 0.45
C 0.5679 0.3814 -4.2198 -1.13 -0.53 0.01
C 1.7657 1.2341 -4.3239 0.43 0.28 -0.25
C -1.2498 2.2041 -4.5487 -0.04 0.48 -0.39
C -1.2882 -2.7490 -3.4034 -0.09 -0.67 0.25
C 1.7700 -1.8697 -3.8414 0.44 0.02 -0.03
Sn 0.4460 1.3636 -0.6006 1.74 -1.36 -1.77
Cl -1.4826 -0.0373 -0.6953 0.00 0.51 -0.17
Cl -0.1092 3.4175 -1.4699 -1.41 0.98 0.20
O 1.6409 -0.2096 -0.9758 0.61 1.42 2.09
H -3.5190 0.6294 -4.0029 -0.18 -0.16 0.06
H -3.5387 -1.1395 -3.6921 -0.04 0.18 -0.03
H -3.3866 -0.5107 -5.3437 -0.23 -0.04 0.00
H -1.9622 -2.6200 -2.5399 0.04 -0.19 -0.02
H -0.4486 -3.3864 -3.0824 -0.27 0.04 -0.04
H -1.8539 -3.2952 -4.1751 0.00 -0.13 0.05
H 1.6595 -2.5873 -3.0177 0.18 0.03 -0.08
H 2.6546 -1.2405 -3.6503 -0.19 -0.35 0.12
H 1.9740 -2.4253 -4.7725 0.09 -0.15 0.14
H 2.5958 0.7216 -3.8200 -0.04 0.57 -0.01
H 1.5893 2.2065 -3.8379 0.38 -0.39 -0.20
H 2.0747 1.4137 -5.3682 0.04 0.05 -0.07
H -2.0278 2.5137 -3.8362 0.08 0.03 -0.05
H -1.6714 2.2719 -5.5549 -0.25 0.41 -0.25
H -0.4234 2.9256 -4.4898 -0.19 -0.11 0.05
H 2.4059 0.2081 -0.4645 -0.78 -1.09 -1.26
O 2.3949 2.2315 -1.6935 -0.10 1.80 1.73
H 2.5059 3.2510 -1.6728 -0.57 -2.59 0.14
C 1.4071 -3.5861 2.2884 0.11 0.13 0.40
C 0.1749 -2.7035 2.3764 -0.46 0.44 -0.26
C -0.9841 -3.1002 1.7082 -0.23 0.17 0.17
C -2.1586 -2.3487 1.7454 0.05 0.53 0.24
C -2.1617 -1.1166 2.3942 0.51 -0.01 0.08
C -0.9999 -0.6513 3.0567 -0.29 -1.01 0.16
N -1.2016 0.5448 3.8025 -0.27 0.54 0.79
C -0.3939 1.5896 4.3084 0.45 0.40 -0.83
C -0.8364 2.2591 5.4606 -0.25 0.21 -0.41
C -0.1739 3.3942 5.9319 -0.39 -0.44 -0.70
C 1.0034 3.7575 5.2887 0.81 0.28 0.29
C 1.5498 3.0935 4.1724 -0.53 -0.64 0.76
C 0.7502 2.0880 3.6109 -0.45 -0.87 0.67
C 0.9816 1.5050 2.2533 -0.12 -0.41 -2.23
O 2.0510 0.9917 1.8824 -1.56 1.14 0.64
O -0.1154 1.6415 1.4612 3.06 0.12 0.68
C 0.1494 -1.5058 3.1284 -0.61 0.98 0.18
C 1.2785 -1.1580 4.0774 0.46 -0.32 0.24
H 2.2768 -3.0770 1.8171 -0.62 -0.18 0.31
H 1.6907 -3.8757 3.3192 0.14 -0.03 -0.48
H 1.1902 -4.5028 1.7123 0.07 0.45 0.25
H -0.9884 -4.0339 1.1689 0.10 -0.12 -0.18
H -3.0679 -2.6840 1.2327 0.48 0.09 0.16
H -3.0532 -0.4738 2.4024 0.40 -0.34 -0.15
H -2.1815 0.8091 3.9218 0.57 -0.59 -0.27
H -1.8043 1.9538 5.8536 0.24 -0.06 0.29
H -0.6066 4.0021 6.7463 0.45 -0.46 -0.47
H 1.5304 4.5925 5.7178 0.36 0.21 -0.02
H 2.6053 3.2591 3.8529 -1.28 0.21 -0.18
H 2.1656 -0.7505 3.5457 -0.53 -0.17 0.38
H 0.9734 -0.4543 4.8768 0.09 -0.26 -0.62
H 1.5885 -2.0805 4.6124 -0.02 0.41 -0.33
```
Forces are in eV/Å.

Output
**Molecular weight**: 599.14 g mol⁻¹
**LUMO level**: 4.2 eV
**Energy relative to the best compared isomer or geometry (same formula, charge and spin)**: 9.4 kcal/mol
**Net charge**: -2
**DFT total energy**: -66985.733 eV
**Gap between HOMO and LUMO**: 3.39 eV
**Spin multiplicity**: 1

***

Molecular formula: C25H31Cl3N13S2Sr
Method: DFT, ωB97M-V/def2-TZVPD

Geometry as XYZ:
```
75
Properties=species:S:1:pos:R:3:forces:R:3
Sr -0.8894 0.0833 -1.1654 0.62 -0.51 1.70
N -4.5508 0.4397 -4.1274 -0.01 -0.05 0.16
C -4.1781 0.0896 -2.8905 -0.17 0.03 -0.12
N -2.8890 0.3031 -2.7599 0.27 0.09 -0.09
C -2.5101 0.7964 -3.9776 -0.64 -0.07 -0.06
N -3.5053 0.8886 -4.8313 0.22 0.09 -0.11
C -1.1387 1.1783 -4.3102 0.35 0.18 -0.34
C -0.8243 1.7968 -5.5228 0.01 -0.06 0.09
N 0.4272 2.0760 -5.8485 0.06 0.06 -0.05
C 1.3780 1.7835 -4.9663 -0.12 0.00 -0.01
C 1.0694 1.2277 -3.7349 0.01 0.00 0.04
N -0.1842 0.9117 -3.4163 0.02 0.29 -0.78
H -5.4604 0.4059 -4.5582 -0.06 -0.03 0.06
H -4.8376 -0.2975 -2.1303 -0.04 0.00 -0.06
H -1.5954 2.0683 -6.2321 -0.05 -0.08 0.03
H 2.3971 2.0039 -5.2568 0.02 0.00 0.09
H 1.8176 1.0271 -2.9784 0.07 0.01 -0.07
S -1.6508 0.6891 1.5356 0.02 0.15 -0.02
C -2.8442 -0.5594 1.8185 -0.12 -0.10 0.05
C -3.9318 -0.2433 2.6385 -0.04 -0.11 -0.01
C -4.9209 -1.1671 2.9466 0.30 -0.07 -0.22
C -5.9836 -0.7827 3.8200 -0.24 0.08 0.20
N -6.8123 -0.4405 4.5396 0.03 -0.03 -0.06
C -4.8384 -2.4594 2.4044 0.15 0.28 0.00
C -3.7628 -2.7849 1.5895 -0.06 -0.04 0.06
C -2.7506 -1.8720 1.2880 -0.07 0.13 0.16
S -1.4125 -2.4348 0.2954 0.06 -0.12 -0.46
C -5.8469 -3.4331 2.6761 -0.23 -0.24 0.04
N -6.6556 -4.2258 2.8751 0.07 0.04 -0.01
H -3.9929 0.7569 3.0445 -0.03 -0.01 0.03
H -3.7000 -3.7834 1.1782 -0.01 0.00 -0.01
C 3.1144 4.2540 1.5045 -0.01 0.05 0.03
N 1.9634 3.8602 0.7010 -0.01 -0.07 0.00
C 0.7054 4.4552 1.1180 0.05 0.00 -0.06
C 1.9314 2.6429 0.0641 0.00 0.10 -0.03
N 0.8573 1.9270 -0.0631 -0.22 -0.30 -0.37
N 3.1254 2.2217 -0.4667 -0.04 -0.07 -0.04
C 4.0699 3.1358 -1.0781 0.02 0.02 0.02
C 3.4089 0.8106 -0.6429 -0.04 0.15 0.06
H 3.5495 5.1880 1.1433 0.02 -0.01 0.01
H 3.8741 3.4783 1.4908 0.01 0.00 -0.02
H 2.8061 4.4030 2.5422 -0.02 -0.02 -0.01
H 0.8778 5.5014 1.3629 0.00 0.01 -0.02
H 0.2869 3.9602 2.0026 -0.03 0.01 -0.01
H -0.0199 4.4081 0.3075 -0.02 0.01 0.01
H 0.1198 2.2647 0.5472 0.09 0.05 0.10
H 3.6268 4.1227 -1.1921 0.01 -0.01 0.04
H 4.3349 2.7620 -2.0711 -0.01 0.02 -0.01
H 4.9965 3.2278 -0.5034 -0.01 0.00 -0.01
H 4.3692 0.5780 -0.1712 -0.03 -0.06 -0.03
H 3.4916 0.5388 -1.7003 -0.02 0.01 -0.01
H 2.6223 0.2205 -0.1819 0.04 -0.07 0.05
Cl 1.9219 -4.0665 -4.8921 -0.01 0.04 0.14
C 1.6003 -4.1981 -3.1564 -0.09 -0.54 -0.16
Cl 2.8303 -5.2116 -2.3754 -0.09 0.10 -0.05
Cl -0.0195 -4.8618 -2.8704 0.17 0.09 -0.01
C 1.6487 -2.8719 -2.5575 0.00 0.32 0.18
N 1.6624 -1.8373 -2.0635 -0.24 0.15 -0.03
N 1.2198 -2.6936 4.0282 0.01 0.00 0.01
C 1.1629 -3.4388 2.7283 0.12 -0.14 -0.47
C 1.9151 -2.6089 1.6835 -0.19 0.03 0.26
N 1.3780 -1.2703 1.5721 0.20 0.10 -0.12
C 1.3323 -0.5566 2.8318 0.00 -0.19 -0.03
C 0.5801 -1.3409 3.9056 -0.10 0.50 -0.18
H 2.2040 -2.5505 4.2635 -0.01 -0.08 0.16
H 0.7936 -3.2334 4.7792 -0.03 -0.02 0.01
H 0.1165 -3.5282 2.4338 -0.04 0.04 0.08
H 1.5940 -4.4302 2.8642 0.03 0.03 0.14
H 1.8193 -3.1043 0.7179 0.06 -0.07 0.03
H 2.9806 -2.5608 1.9446 0.00 -0.04 -0.06
H 0.4269 -1.3550 1.2001 -0.05 0.14 0.02
H 0.7973 0.3770 2.6662 0.05 0.04 0.09
H 2.3531 -0.3323 3.1711 -0.03 -0.01 0.01
H -0.4551 -1.4823 3.5928 -0.01 -0.10 0.03
H 0.6033 -0.8465 4.8758 0.05 -0.11 0.05
```
Forces are in eV/Å.

Output
**Molecular weight**: 771.73 g mol⁻¹
**LUMO level**: -3.1 eV
**Energy relative to the best compared isomer or geometry (same formula, charge and spin)**: 9.6 kcal/mol
**Net charge**: +1
**DFT total energy**: -105868.815 eV
**Gap between HOMO and LUMO**: 6.12 eV
**Spin multiplicity**: 1